Below is a 3-piece molecular cluster, C31H68O6PS overall, with properties calculated with ωB97M-V with the def2-TZVPD basis set.

```
107
Properties=species:S:1:pos:R:3:forces:R:3:lowdin_charge:R:1
C -2.478 -4.104 -3.736 0.0 0.3 0.1 -0.064
C -1.234 -3.381 -4.249 0.0 -0.9 0.0 -0.246
O -1.524 -2.340 -5.211 0.4 0.4 0.1 -0.183
P -2.042 -0.948 -4.660 -0.7 0.1 0.6 0.449
O -3.233 -1.025 -3.809 0.0 0.0 0.0 -0.229
C -0.715 -0.146 -3.720 0.3 -0.4 -0.5 -0.230
C 0.481 0.269 -4.574 -0.6 0.0 -0.1 -0.360
S 1.300 1.814 -4.126 0.2 -0.1 -0.3 1.190
C 1.969 1.716 -2.443 0.2 -0.3 0.6 -0.327
C 1.879 0.380 -1.705 0.4 -0.1 -0.1 -0.227
C 2.696 -0.783 -2.298 -0.5 -0.3 0.8 -0.191
C 3.189 -1.718 -1.166 0.2 -0.4 -0.6 -0.193
C 4.718 -1.666 -0.924 -0.9 0.0 0.5 -0.178
C 5.090 -1.849 0.562 0.1 0.0 -0.2 -0.196
C 5.621 -3.251 0.866 -0.1 0.2 0.4 -0.185
C 4.597 -4.339 0.557 0.2 0.0 -0.3 -0.238
O 3.315 -4.093 1.099 0.1 0.1 0.0 -0.196
C 3.319 -4.033 2.516 -0.3 0.1 -0.1 -0.105
C -0.084 3.009 -4.242 0.3 0.5 0.0 -0.297
C -0.346 3.956 -3.068 -0.8 -0.2 -0.2 -0.193
C -1.484 3.515 -2.125 0.4 0.2 0.5 -0.374
C -2.088 4.775 -1.499 -0.2 -0.2 0.2 -0.051
C -1.004 2.562 -1.026 -0.5 -0.2 -0.3 -0.193
C -2.140 1.978 -0.165 1.0 -1.8 -0.1 -0.173
C -1.720 1.867 1.285 -0.3 0.0 0.1 -0.092
C -2.538 1.501 2.304 0.3 -0.1 -0.1 -0.340
C -2.672 2.404 3.502 1.0 -1.3 0.2 -0.056
C -3.345 0.232 2.321 -1.0 0.9 -0.4 -0.053
O -2.180 -0.037 -5.947 0.1 -0.3 0.0 -0.216
C -3.530 0.141 -6.475 -0.3 0.4 -0.4 -0.224
C -4.166 1.414 -5.918 0.1 -0.3 0.1 -0.053
H -2.742 -3.780 -2.732 -0.1 0.0 0.0 0.076
H -3.328 -3.879 -4.376 0.0 -0.1 -0.1 0.083
H -2.296 -5.176 -3.718 -0.1 0.0 0.0 0.078
H -0.606 -4.090 -4.784 0.0 0.1 -0.2 0.118
H -0.625 -3.015 -3.418 -0.1 0.3 -0.1 0.103
H -0.446 -0.864 -2.946 0.1 0.2 0.1 0.085
H -1.224 0.695 -3.252 0.0 0.0 0.1 0.078
H 1.228 -0.510 -4.700 0.1 0.1 0.2 0.094
H 0.124 0.514 -5.579 0.1 0.1 0.0 0.089
H 3.027 1.946 -2.574 0.0 0.1 -0.2 0.097
H 1.555 2.503 -1.819 -0.3 0.1 -0.3 0.072
H 2.295 0.589 -0.716 0.0 0.2 0.0 0.129
H 0.855 0.060 -1.527 -0.1 0.1 0.0 0.095
H 2.031 -1.399 -2.906 0.2 0.2 -0.5 0.088
H 3.547 -0.422 -2.879 -0.1 0.0 -0.2 0.116
H 2.627 -1.541 -0.247 0.1 0.2 0.0 0.108
H 2.936 -2.741 -1.450 -0.1 0.0 0.1 0.105
H 5.146 -2.484 -1.504 0.3 0.3 -0.2 0.109
H 5.082 -0.710 -1.305 0.2 -0.1 0.0 0.102
H 4.214 -1.680 1.191 0.0 0.1 -0.1 0.093
H 5.821 -1.087 0.837 0.1 -0.2 0.1 0.109
H 5.889 -3.312 1.924 0.1 0.0 0.0 0.108
H 6.536 -3.420 0.292 0.0 -0.2 0.0 0.118
H 4.966 -5.315 0.897 0.0 0.0 0.0 0.125
H 4.469 -4.408 -0.526 -0.2 -0.1 0.0 0.112
H 3.878 -4.853 2.967 0.1 0.0 0.0 0.075
H 2.282 -4.111 2.840 0.0 0.0 0.0 0.090
H 3.697 -3.071 2.876 0.2 -0.1 0.1 0.085
H -0.978 2.463 -4.543 0.0 -0.2 0.2 0.083
H 0.210 3.601 -5.109 0.1 -0.1 0.0 0.093
H 0.555 4.230 -2.517 0.0 -0.1 0.0 0.119
H -0.702 4.880 -3.530 0.2 0.0 -0.1 0.123
H -2.240 2.986 -2.718 -0.1 0.1 0.0 0.137
H -2.711 4.535 -0.638 0.0 0.0 0.0 0.075
H -2.724 5.316 -2.199 0.2 0.1 -0.1 0.088
H -1.289 5.419 -1.126 0.0 0.1 -0.1 0.093
H -0.270 3.068 -0.390 0.0 0.1 0.0 0.119
H -0.519 1.708 -1.502 0.3 0.1 0.1 0.068
H -3.065 2.542 -0.258 0.0 0.1 0.1 0.110
H -2.336 0.968 -0.557 -0.4 0.2 -0.2 0.113
H -0.681 2.090 1.526 -0.3 1.5 0.2 0.101
H -3.533 3.041 3.286 0.0 0.1 0.2 0.084
H -1.766 3.005 3.599 -0.1 0.2 0.1 0.077
H -2.843 1.825 4.413 -0.1 0.3 0.1 0.078
H -3.113 -0.415 1.479 -0.1 0.0 0.0 0.074
H -4.424 0.421 2.369 0.0 -0.2 -0.1 0.085
H -3.092 -0.274 3.255 0.1 -0.1 -0.1 0.086
H -4.143 -0.737 -6.285 0.2 -0.1 0.2 0.115
H -3.407 0.218 -7.552 0.1 -0.1 0.0 0.119
H -4.271 2.166 -6.697 0.0 0.1 0.1 0.076
H -5.137 1.212 -5.471 0.0 0.0 -0.1 0.083
H -3.535 1.801 -5.117 0.0 0.1 0.0 0.061
C -4.907 7.076 5.169 -0.1 -0.1 0.0 -0.061
C -4.229 5.903 4.479 0.1 0.4 -0.1 -0.504
C -2.777 6.207 4.149 0.1 -0.1 -0.1 -0.060
O -4.937 5.555 3.286 0.0 -0.2 0.0 -0.062
H -4.905 7.954 4.517 0.1 0.0 0.0 0.082
H -5.946 6.837 5.395 0.0 0.0 0.0 0.081
H -4.399 7.337 6.098 0.0 0.0 0.0 0.082
H -4.279 5.023 5.122 -0.1 -0.1 -0.1 0.135
H -2.700 7.058 3.465 -0.1 0.1 0.1 0.082
H -2.320 5.351 3.652 0.0 0.0 0.0 0.054
H -2.202 6.440 5.047 0.0 0.0 0.0 0.084
H -4.912 6.318 2.698 0.0 0.0 0.0 0.085
C 4.042 -7.526 6.521 0.1 0.0 -0.1 -0.062
C 4.049 -6.010 6.409 -0.3 -0.2 0.2 -0.492
C 3.308 -5.363 7.569 0.0 0.2 0.0 -0.062
O 3.468 -5.605 5.166 0.2 0.1 0.0 -0.072
H 3.016 -7.904 6.499 0.0 0.0 0.1 0.082
H 4.576 -7.974 5.683 0.0 0.0 0.0 0.079
H 4.510 -7.857 7.449 0.0 0.0 0.0 0.082
H 5.078 -5.649 6.386 0.0 0.0 -0.1 0.138
H 2.262 -5.681 7.575 0.0 -0.1 0.0 0.082
H 3.322 -4.277 7.473 0.0 0.0 0.0 0.078
H 3.756 -5.634 8.525 0.0 0.0 0.0 0.082
H 2.554 -5.912 5.158 0.0 0.0 0.0 0.091
```
Forces are in eV/Å.

The value obtained for the calculated total energy is -2412.67898 hartree. Its orbital gap is 7.378 eV. Its energy above the lowest of the compared OMol25 structures with the same formula, charge and spin is 0.000 eV. Its net charge is +1.

***

Below is a 5-piece molecular cluster, C31H69BFO6P overall, with properties calculated with ωB97M-V with the def2-TZVPD basis set.

```
109
Properties=species:S:1:pos:R:3:forces:R:3:lowdin_charge:R:1
C 13.173 8.338 -2.438 0.5 -0.1 0.0 -0.189
C 11.580 8.603 -2.736 0.7 0.2 1.4 -0.223
B 10.783 7.235 -3.183 0.0 -0.8 0.1 -0.478
O 11.307 5.860 -3.010 1.3 1.5 -2.0 -0.068
P 9.023 7.428 -4.000 1.0 0.0 0.1 0.470
O 7.523 7.896 -4.827 -1.6 0.1 2.0 -0.405
C 6.583 8.413 -3.819 1.3 -0.6 -1.8 -0.290
C 6.637 10.031 -4.060 0.0 1.2 0.4 -0.053
C 7.179 10.912 -2.789 -2.6 0.1 5.9 -0.184
O 6.663 10.926 -1.551 4.0 0.3 -8.9 -0.021
F 8.343 11.833 -3.074 -2.8 -2.2 0.6 -0.098
C 7.091 7.759 -2.406 -1.7 -2.2 1.7 -0.233
C 5.722 6.934 -1.915 -4.7 -2.2 2.6 -0.382
O 5.324 5.814 -2.554 2.3 5.3 2.4 -0.174
O 4.897 7.439 -0.776 4.5 -1.8 -5.5 -0.334
O 8.138 6.711 -2.637 -1.8 2.9 -1.1 -0.327
H 13.602 8.984 -1.532 -0.9 -1.1 -2.1 0.062
H 13.773 8.556 -3.432 -0.9 -0.4 2.1 0.063
H 13.402 7.207 -2.135 -0.8 2.4 -0.8 0.069
H 11.112 9.023 -1.721 0.8 -0.9 -2.2 0.114
H 11.362 9.429 -3.544 0.6 -1.5 1.6 0.099
H 11.697 5.610 -3.918 -1.1 0.4 2.1 0.108
H 9.014 8.682 -3.235 -0.3 0.5 -0.2 0.010
H 9.631 8.177 -5.105 0.6 -0.2 -0.2 -0.018
H 9.121 6.127 -4.675 -0.5 0.3 -0.1 -0.003
H 5.508 8.054 -4.165 2.2 0.7 1.2 0.155
H 5.519 10.375 -4.294 2.5 -0.3 0.7 0.129
H 7.330 10.243 -4.989 -1.4 -0.5 2.0 0.127
H 7.459 8.440 -1.529 -1.1 -0.9 -2.0 0.139
C 3.829 3.458 -1.365 0.1 -0.1 0.2 -0.107
C 3.857 1.950 -1.172 0.1 0.1 -0.1 -0.284
C 4.352 1.191 -2.406 0.0 -0.1 0.1 -0.229
C 3.489 1.345 -3.664 0.0 0.3 0.0 -0.224
C 2.023 0.929 -3.510 0.1 0.0 -0.2 -0.275
C 1.847 -0.543 -3.170 -0.2 0.0 0.1 -0.130
H 3.132 3.752 -2.155 0.2 0.1 0.0 0.069
H 3.507 3.949 -0.440 0.1 0.1 -0.2 0.077
H 4.823 3.838 -1.620 -0.3 0.2 0.0 0.062
H 2.863 1.598 -0.878 -0.1 -0.2 0.0 0.079
H 4.525 1.720 -0.333 0.0 -0.1 -0.1 0.099
H 4.438 0.128 -2.151 0.0 -0.1 -0.1 0.089
H 5.370 1.525 -2.643 -0.1 0.0 0.0 0.116
H 3.943 0.752 -4.467 -0.1 0.0 0.0 0.103
H 3.524 2.386 -4.003 0.0 -0.1 0.1 0.111
H 1.506 1.131 -4.457 0.0 0.0 0.1 0.100
H 1.527 1.544 -2.752 0.1 0.0 0.0 0.099
H 2.302 -1.178 -3.937 0.0 0.0 0.1 0.070
H 0.782 -0.790 -3.115 0.0 -0.1 0.0 0.061
H 2.295 -0.791 -2.204 0.0 0.0 -0.1 0.053
C 0.707 -0.487 1.298 0.0 0.2 0.1 -0.108
C 1.610 -1.709 1.372 0.1 0.0 -0.2 -0.267
C 1.084 -2.901 0.568 0.1 -0.1 0.0 -0.224
C -0.266 -3.462 1.029 -0.1 0.1 0.0 -0.230
C -0.324 -3.918 2.490 -0.1 0.0 -0.2 -0.273
C 0.629 -5.062 2.801 0.1 0.0 0.2 -0.116
H -0.278 -0.685 1.730 0.0 0.0 0.0 0.061
H 1.153 0.343 1.855 -0.1 0.0 -0.1 0.076
H 0.572 -0.164 0.260 0.0 0.0 0.1 0.072
H 1.763 -1.990 2.419 0.0 0.0 0.0 0.097
H 2.597 -1.436 0.980 -0.1 -0.1 0.1 0.107
H 1.836 -3.698 0.591 -0.1 0.0 0.0 0.101
H 0.993 -2.606 -0.485 0.0 0.0 0.1 0.103
H -0.527 -4.309 0.382 0.0 0.0 0.1 0.109
H -1.047 -2.710 0.867 0.1 0.0 0.0 0.091
H -1.347 -4.251 2.707 0.1 0.1 0.0 0.086
H -0.124 -3.079 3.163 0.0 0.0 -0.1 0.102
H 0.421 -5.928 2.165 0.1 0.1 0.0 0.074
H 0.514 -5.373 3.844 0.1 0.0 -0.1 0.067
H 1.673 -4.769 2.656 -0.1 -0.1 0.0 0.068
C -5.236 -1.725 2.985 -0.1 0.1 0.2 -0.113
C -4.631 -3.118 3.061 0.2 0.0 -0.1 -0.270
C -4.317 -3.718 1.688 0.0 -0.1 0.0 -0.230
C -5.527 -3.936 0.773 -0.1 0.2 0.0 -0.223
C -6.634 -4.826 1.346 0.0 0.0 -0.2 -0.279
C -6.177 -6.249 1.628 -0.1 -0.1 0.1 -0.110
H -6.201 -1.731 2.471 0.1 0.0 0.0 0.065
H -5.401 -1.331 3.993 0.0 0.0 -0.1 0.070
H -4.567 -1.036 2.459 -0.1 -0.1 0.0 0.079
H -5.298 -3.778 3.626 0.0 0.0 0.0 0.098
H -3.699 -3.060 3.635 -0.1 -0.1 -0.1 0.101
H -3.796 -4.672 1.834 0.0 0.1 0.0 0.097
H -3.606 -3.064 1.169 -0.1 -0.1 0.1 0.104
H -5.173 -4.373 -0.169 0.0 0.0 0.1 0.111
H -5.962 -2.965 0.507 0.1 -0.1 0.0 0.103
H -7.457 -4.864 0.621 0.1 0.1 0.1 0.103
H -7.048 -4.385 2.258 0.0 0.0 0.0 0.096
H -5.795 -6.724 0.719 0.0 0.0 0.1 0.078
H -7.016 -6.848 1.994 0.1 0.0 0.0 0.050
H -5.392 -6.278 2.390 0.0 0.0 -0.1 0.070
C -13.592 -6.234 2.799 -0.2 -0.1 0.0 -0.118
C -12.614 -5.896 3.914 0.1 0.2 0.0 -0.276
C -11.251 -5.424 3.403 0.1 0.0 0.1 -0.226
C -10.466 -6.452 2.579 -0.1 0.0 -0.1 -0.224
C -10.181 -7.781 3.284 0.1 0.1 -0.2 -0.272
C -9.318 -7.630 4.528 0.0 -0.1 0.1 -0.112
H -13.235 -7.068 2.188 0.0 0.1 0.0 0.066
H -14.559 -6.525 3.223 0.1 0.0 -0.1 0.068
H -13.754 -5.370 2.147 0.0 -0.1 0.0 0.076
H -12.498 -6.760 4.576 0.0 0.0 0.0 0.098
H -13.050 -5.097 4.526 0.1 -0.1 0.0 0.104
H -10.646 -5.107 4.260 0.0 0.0 -0.1 0.102
H -11.393 -4.527 2.788 0.0 -0.1 0.1 0.110
H -9.513 -5.998 2.280 -0.1 0.0 0.0 0.094
H -11.004 -6.659 1.647 0.0 0.0 0.1 0.103
H -9.661 -8.441 2.580 -0.1 0.1 0.0 0.104
H -11.117 -8.285 3.544 0.0 0.0 0.0 0.097
H -8.359 -7.162 4.284 -0.1 0.0 0.1 0.068
H -9.114 -8.613 4.964 0.0 0.1 0.0 0.071
H -9.814 -7.025 5.293 0.1 0.0 -0.1 0.067
```
Forces are in eV/Å.

The value obtained for the calculated total energy is -2139.86817 hartree. Its orbital gap is 3.524 eV. Its net charge is -2.